67
Properties=species:S:1:pos:R:3:forces:R:3:lowdin_charge:R:1 method="wB97M-V/def2-TZVPD" charge=+1 total_energy_ev=-34990.2291 orbital_gap_ev=4.7 e_homo_ha=-0.321
C -4.309 -1.702 2.793 0.0674 -0.0789 0.3623 -0.1407
C -5.033 -0.414 2.380 -0.0045 0.1457 -0.5362 -0.1442
C -4.011 0.721 2.497 -0.6303 0.3820 0.3655 -0.1170
N -2.714 0.047 2.566 1.4256 0.9611 -0.4870 -0.0724
C -1.572 0.659 2.298 -0.8099 -0.3716 -0.1361 -0.0127
C -0.326 0.009 2.357 0.7875 -0.2477 -0.1296 -0.0651
C 0.754 0.453 1.622 -0.9600 0.1691 0.6240 0.0082
C 2.024 -0.218 1.584 1.3713 -0.7991 -0.1516 -0.2266
C 2.902 -0.047 0.477 -0.5839 0.0268 0.5138 -0.0179
C 4.097 -0.757 0.395 0.1180 -0.2103 0.2012 -0.0659
C 4.469 -1.640 1.426 -0.4934 0.3370 -0.0555 -0.0510
C 3.624 -1.803 2.538 0.0130 0.0803 -0.1439 -0.0609
C 2.420 -1.110 2.616 -0.1796 0.2218 -0.3712 -0.0155
C -2.805 -1.395 2.770 -0.0637 -0.8176 0.2632 -0.1249
H -4.594 -2.003 3.803 -0.0705 -0.0357 -0.1726 0.1157
H -4.526 -2.523 2.109 -0.0984 0.0614 0.1869 0.1164
H -5.354 -0.481 1.336 -0.0800 -0.0467 0.1917 0.1168
H -5.908 -0.210 2.996 0.0451 -0.0774 -0.1186 0.1170
H -4.050 1.417 1.647 0.1602 -0.2706 0.2125 0.1340
H -4.195 1.316 3.408 0.2989 -0.2644 -0.2255 0.1349
H -1.634 1.706 1.973 -0.0339 -0.3895 0.1145 0.1604
H -0.236 -0.904 2.962 -0.1264 0.4591 -0.4634 0.1118
H 0.615 1.316 0.967 0.1018 -0.1646 0.2140 0.1337
H 2.590 0.628 -0.326 0.2341 -0.2088 0.2316 0.1196
H 4.744 -0.636 -0.479 -0.2536 -0.0252 0.3626 0.1128
H 5.405 -2.201 1.360 -0.3539 0.2387 0.0229 0.1137
H 3.907 -2.486 3.344 -0.0835 0.2717 -0.3007 0.1130
H 1.756 -1.240 3.478 0.4452 0.0334 -0.2672 0.1146
H -2.315 -1.696 3.710 -0.1466 0.2317 -0.2779 0.1352
H -2.306 -1.957 1.961 -0.0027 0.5676 0.1724 0.1408
C 6.365 2.707 3.322 0.2170 -0.0790 -0.0253 -0.0771
C 5.629 4.017 3.104 -0.5383 0.1973 0.4421 -0.2183
N 4.770 4.399 4.233 1.2288 -0.1584 -0.2287 -0.1019
C 5.208 5.536 5.006 0.0092 0.4765 -0.3147 -0.1430
C 4.593 5.563 6.389 0.1646 -0.5353 0.3194 -0.1288
N 3.191 5.218 6.355 0.3726 0.7309 0.7364 -0.0841
C 2.317 5.860 7.309 -0.2022 0.4223 -0.4578 -0.1289
C 1.192 4.945 7.744 0.0651 -0.3328 0.4891 -0.1438
N 0.632 4.199 6.643 -1.2224 0.4119 0.5220 -0.1031
C -0.715 3.653 6.858 0.7916 0.1459 -0.1209 -0.2216
C -1.782 4.337 6.023 -0.2162 0.0857 0.0250 -0.0810
C 1.386 3.828 5.572 0.7499 -0.8281 -0.7904 -0.1391
C 0.938 2.898 4.597 0.7584 0.5980 0.4313 -0.1134
N 1.739 2.467 3.628 -0.2984 -0.4703 -0.5229 0.0208
C 2.989 2.894 3.507 -0.0083 0.6928 0.7165 -0.1026
C 3.533 3.857 4.398 -1.2217 -0.2239 -0.2329 -0.1360
C 2.713 4.322 5.460 -0.5967 -1.1209 -1.0879 -0.0884
H 6.959 2.487 2.431 0.0150 -0.0804 0.1079 0.0764
H 7.044 2.783 4.179 -0.1300 -0.0598 -0.1235 0.0786
H 5.677 1.873 3.492 0.0702 0.1477 0.0143 0.0645
H 6.347 4.837 2.979 -0.1649 -0.2041 -0.1644 0.1185
H 5.009 3.955 2.203 0.1729 0.1472 -0.0242 0.1106
H 6.303 5.482 5.088 -0.2329 0.1081 0.1049 0.1281
H 4.967 6.483 4.490 0.0223 -0.1566 0.0254 0.1329
H 5.144 4.848 7.026 -0.1063 0.2144 -0.0139 0.1341
H 4.683 6.562 6.828 0.1439 -0.1565 -0.1224 0.1275
H 2.922 6.157 8.172 -0.2414 -0.0180 -0.0556 0.1277
H 1.872 6.768 6.864 0.1685 -0.0828 0.1379 0.1339
H 1.566 4.267 8.532 -0.0701 0.0462 -0.1322 0.1326
H 0.383 5.541 8.189 0.2709 -0.0299 -0.0246 0.1276
H -0.694 2.580 6.635 -0.0655 0.0197 0.2079 0.1078
H -0.930 3.784 7.925 -0.0475 -0.1959 -0.2329 0.1186
H -2.745 3.856 6.220 -0.0225 0.1075 -0.0570 0.0725
H -1.867 5.396 6.291 0.0148 -0.1697 -0.1051 0.0798
H -1.572 4.261 4.952 0.0329 0.0547 0.1396 0.0627
H -0.074 2.493 4.628 0.2244 0.0841 -0.0431 0.0805
H 3.578 2.501 2.678 -0.2011 0.0321 0.2582 0.0914

79
Properties=species:S:1:pos:R:3:forces:R:3:mulliken_spin:R:1 method="wB97M-V/def2-TZVPD" multiplicity=2 s2=0.754 charge=-2 total_energy_ev=-61113.2101 orbital_gap_ev="5.8 / 7.2" e_homo_ha="-0.059 / -0.115"
Hg 0.684 -0.195 -0.247 0.0520 -0.0163 0.0100 0.5999
C 1.251 -3.262 3.658 -0.0186 -0.0107 -0.0049 0.0017
C 1.562 -2.822 2.361 0.0322 -0.0043 0.0118 -0.0117
N 1.254 -1.543 2.206 -0.0108 0.0093 -0.0334 0.0719
N 0.743 -1.130 3.379 0.0275 0.0135 -0.0172 -0.0047
C 0.729 -2.141 4.268 -0.0244 0.0187 0.0080 0.0015
B 0.203 0.298 3.604 0.0232 -0.0103 0.0089 -0.0314
N 1.170 1.349 3.009 0.0150 -0.0210 0.0175 -0.0230
C 1.952 2.190 3.712 0.0081 0.0067 -0.0110 0.0010
C 2.712 2.924 2.825 -0.0323 0.0327 -0.0010 0.0031
C 2.309 2.450 1.567 0.0231 -0.0299 0.0117 -0.0194
N 1.389 1.505 1.693 -0.0404 0.0327 -0.0391 0.1254
N -1.224 0.422 3.028 0.0214 -0.0030 -0.0041 0.0185
C -2.281 1.027 3.605 0.0130 0.0113 -0.0011 0.0028
C -3.383 0.824 2.801 -0.0196 0.0177 -0.0194 0.0104
C -2.885 0.059 1.730 0.0296 0.0107 0.0010 0.0185
N -1.587 -0.172 1.878 -0.0747 -0.0842 -0.0094 0.0064
H 1.395 -4.240 4.084 -0.0028 0.0009 0.0009 0.0004
H 2.014 -3.367 1.545 0.0007 0.0041 -0.0069 -0.0037
H 0.355 -1.985 5.267 0.0024 -0.0003 0.0020 0.0000
H 0.144 0.506 4.795 0.0030 -0.0009 0.0105 0.0000
H 1.905 2.203 4.788 0.0075 -0.0087 0.0047 -0.0004
H 3.441 3.683 3.051 -0.0012 0.0020 0.0024 0.0001
H 2.642 2.739 0.581 0.0033 -0.0025 0.0043 0.0010
H -2.171 1.546 4.543 0.0017 -0.0035 0.0031 0.0006
H -4.390 1.169 2.964 -0.0018 0.0018 -0.0015 0.0004
H -3.399 -0.340 0.867 -0.0056 -0.0227 -0.0061 -0.0052
O 6.494 -3.714 -3.047 -0.0012 -0.0180 -0.0049 -0.0001
C 6.455 -3.281 -1.880 -0.0043 0.0519 -0.0019 0.0002
O 7.303 -3.364 -0.967 0.0031 -0.0183 0.0056 -0.0001
C 5.161 -2.513 -1.498 0.0185 -0.0238 -0.0010 0.0013
C 5.008 -1.987 -0.219 -0.0024 0.0034 -0.0060 0.0007
C 3.846 -1.313 0.102 -0.0124 0.0170 0.0294 0.0060
N 2.862 -1.121 -0.779 -0.0559 -0.0547 -0.1036 -0.0171
C 2.990 -1.614 -2.017 -0.0490 -0.0138 -0.0154 0.0071
C 4.120 -2.327 -2.400 -0.0106 0.0180 0.0304 -0.0023
C 1.842 -1.364 -3.015 0.1142 0.1280 -0.0173 0.0100
O 1.754 -2.153 -3.967 0.0076 -0.0128 -0.0026 0.0123
O 1.096 -0.371 -2.776 -0.0766 -0.1332 0.1220 0.0208
H 5.805 -2.125 0.498 -0.0001 -0.0025 0.0011 -0.0002
H 3.672 -0.912 1.094 -0.0051 0.0008 0.0074 0.0052
H 4.191 -2.733 -3.397 -0.0039 0.0036 -0.0022 0.0008
C -0.222 -3.582 -1.645 0.0133 0.0281 0.0141 0.0027
N -1.434 -2.797 -1.821 0.0043 0.0459 0.0423 0.0254
C -1.687 -2.268 -3.151 -0.0174 -0.0273 -0.0039 -0.0002
C -2.335 -2.627 -0.826 -0.0500 -0.1388 -0.0234 0.0084
C -1.964 -3.220 0.515 -0.0604 0.0031 0.0311 -0.0147
O -3.413 -2.053 -0.988 0.0538 0.0981 -0.0198 -0.0042
H 0.395 -3.466 -2.534 0.0197 0.0189 0.0049 0.0029
H -0.446 -4.645 -1.510 -0.0058 -0.0062 -0.0066 -0.0036
H 0.357 -3.241 -0.785 0.0125 0.0173 -0.0078 -0.0107
H -0.825 -1.688 -3.486 -0.0044 0.0066 0.0121 0.0023
H -2.575 -1.644 -3.109 0.0015 0.0046 -0.0092 0.0038
H -1.857 -3.087 -3.858 -0.0124 -0.0010 -0.0100 -0.0017
H -1.733 -4.283 0.419 0.0115 0.0075 0.0299 0.0001
H -2.807 -3.083 1.187 0.0156 -0.0028 -0.0120 0.0014
H -1.096 -2.715 0.944 0.0283 0.0270 -0.0183 0.0127
C -2.240 4.594 -3.168 0.0169 0.0091 0.0014 0.0020
C -0.853 4.408 -2.561 0.0015 -0.0123 0.0097 0.0523
Sb -0.465 2.599 -1.375 0.0221 0.0530 -0.0533 0.0517
C -2.002 1.357 -2.248 -0.0130 0.0380 0.0242 -0.0799
C -3.435 1.563 -1.772 0.0031 -0.0513 0.0015 0.0060
C -1.441 3.216 0.459 -0.0108 -0.0277 0.0023 -0.0144
C -2.563 4.245 0.396 0.0052 -0.0099 -0.0009 0.0003
H -2.285 5.486 -3.804 0.0007 -0.0021 0.0015 0.0024
H -3.006 4.700 -2.400 -0.0059 0.0012 0.0136 -0.0006
H -2.518 3.740 -3.787 -0.0049 -0.0027 -0.0009 0.0003
H -0.591 5.254 -1.917 -0.0040 -0.0027 0.0080 0.0012
H -0.100 4.381 -3.352 0.0040 0.0047 0.0027 -0.0009
H -1.671 0.342 -2.028 0.0012 -0.0173 -0.0034 0.1216
H -1.915 1.475 -3.331 0.0081 -0.0023 0.0016 0.0048
H -3.498 1.506 -0.685 -0.0046 0.0042 0.0139 -0.0047
H -4.090 0.780 -2.167 0.0084 0.0024 0.0001 -0.0009
H -3.834 2.531 -2.080 -0.0183 0.0031 -0.0060 0.0014
H -0.624 3.578 1.087 0.0104 0.0066 0.0065 0.0025
H -1.787 2.293 0.929 0.0200 0.0163 -0.0141 0.0214
H -2.251 5.161 -0.113 0.0032 0.0067 -0.0004 0.0011
H -2.891 4.525 1.403 -0.0040 -0.0004 -0.0024 -0.0007
H -3.435 3.856 -0.132 -0.0030 0.0128 -0.0111 -0.0005

67
Properties=species:S:1:pos:R:3:forces:R:3:lowdin_charge:R:1 method="wB97M-V/def2-TZVPD" charge=+1 total_energy_ev=-97185.9246 orbital_gap_ev=6.5 e_homo_ha=-0.347
C -1.091 1.666 0.994 1.1027 0.6041 -0.0574 -0.3306
C -0.513 2.252 -0.180 0.2367 -0.3772 0.8547 -0.2971
C 0.916 2.157 -0.076 -0.6295 0.1382 0.9459 -0.2744
C 1.231 1.558 1.182 -1.2366 0.5990 0.0396 -0.2853
C -0.010 1.211 1.834 0.0431 0.9844 -0.5606 -0.3267
Hf -0.027 -0.193 -0.104 1.3310 1.5486 -0.3501 1.3109
C 2.823 -2.149 -0.718 -5.0785 2.0662 -2.8371 -0.2933
C 1.537 -2.186 -0.100 3.4581 -2.3773 0.2031 -0.2899
H 0.925 -3.084 -0.336 0.2534 0.6239 -0.0070 0.1026
C 1.292 -1.488 1.166 -0.2435 0.3921 0.1805 -0.2795
H 2.185 -1.077 1.654 -0.3444 -0.2452 -0.2294 0.0485
H 0.673 -2.031 1.898 0.1907 0.0128 -0.2811 0.0526
C 3.014 -2.945 -2.012 0.7941 -1.0134 0.7545 -0.0759
H 2.139 -3.318 -2.588 0.1754 0.3918 0.8597 0.0982
H 3.725 -2.546 -2.758 -0.2745 0.1169 0.6803 0.0829
H 3.477 -3.829 -1.565 0.2610 -0.5496 -0.6980 0.0897
C 3.682 -0.941 -0.563 1.6227 -0.1649 1.2825 -0.0662
H 3.266 0.050 -0.259 -0.3080 -1.1042 -0.1852 0.0665
H 4.260 -1.318 0.296 0.6707 0.8652 0.1420 0.1049
H 4.400 -0.727 -1.381 -0.5761 -0.5264 0.4144 0.0896
C -1.274 3.001 -1.215 -0.1973 0.1395 -0.2681 -0.0214
H -2.223 2.506 -1.460 0.1649 0.1408 0.0370 0.0815
H -1.509 4.009 -0.841 0.0121 -0.1968 -0.0753 0.1048
H -0.709 3.114 -2.144 -0.0771 -0.0003 0.2003 0.0731
C 1.894 2.753 -1.031 0.2157 0.0303 -0.2735 -0.0079
H 1.578 2.601 -2.066 0.0707 0.1502 0.1055 0.0631
H 1.992 3.835 -0.859 0.0055 -0.2441 0.0067 0.1070
H 2.887 2.298 -0.938 -0.1677 0.1307 0.0266 0.0806
C 2.562 1.610 1.851 0.2982 -0.2973 0.1064 -0.0260
H 3.375 1.742 1.129 -0.1315 -0.0331 0.1880 0.0751
H 2.597 2.465 2.546 -0.0639 -0.2262 -0.2216 0.1064
H 2.761 0.705 2.436 0.0604 0.1900 -0.0590 0.0734
C -0.155 0.765 3.250 0.0495 -0.1469 0.2898 -0.0244
H 0.727 0.209 3.589 -0.2211 0.0983 -0.0663 0.0865
H -0.282 1.638 3.911 0.0411 -0.2615 -0.1372 0.1046
H -1.034 0.120 3.382 0.2284 0.1781 0.0270 0.0506
C -2.506 1.862 1.418 -0.3684 -0.1735 -0.0273 -0.0268
H -2.771 1.189 2.239 -0.0722 0.1029 -0.0785 0.0691
H -2.649 2.897 1.769 -0.0096 -0.3041 -0.0824 0.1072
H -3.201 1.690 0.586 0.0176 0.0759 0.1969 0.0706
C 0.365 0.492 -2.213 -0.9871 -5.1305 -1.6941 -0.2510
C 1.338 -0.443 -2.744 3.0209 0.7785 2.1236 -0.1289
C -0.105 1.092 -3.393 0.6365 1.0601 0.5538 -0.1549
C 2.489 0.061 -3.386 0.0727 -0.3255 -2.0903 -0.1043
H 1.481 -1.497 -2.599 -0.7795 -0.0362 1.4069 0.0507
C 0.837 1.470 -4.345 -1.1679 0.3954 -1.0329 -0.1203
H -1.189 1.144 -3.496 0.2139 1.1567 -0.1051 0.1092
C 2.169 1.032 -4.296 -0.5568 2.2334 -0.0789 -0.1110
H 3.518 -0.379 -3.470 -1.4477 -0.1687 0.2444 0.1153
H 0.446 2.145 -5.108 0.4904 -0.3729 -0.2239 0.1056
H 2.856 1.532 -4.962 0.3586 -0.1858 0.0145 0.1055
C -4.829 -0.543 -1.224 -0.1341 0.1841 -0.5052 -0.0318
N -4.571 -0.881 0.163 0.1766 0.1022 0.6989 -0.1298
C -5.463 -0.702 1.219 2.0139 -1.1028 0.8179 0.0100
C -4.830 -1.179 2.349 0.2148 0.3685 -2.5915 0.0023
N -3.572 -1.627 1.939 -0.4087 0.4952 -0.5116 -0.1085
C -2.625 -2.241 2.854 0.3806 -0.2213 0.3416 -0.0064
C -3.402 -1.403 0.602 -1.0428 -0.0241 0.9434 -0.6142
Se -1.978 -1.799 -0.567 -1.2102 -0.8343 0.1265 0.7842
H -5.874 -0.237 -1.304 0.1879 -0.0667 -0.0484 0.1036
H -4.641 -1.414 -1.863 -0.1136 0.2474 0.1987 0.0914
H -4.179 0.278 -1.556 -0.1674 -0.2241 0.1670 0.0908
H -6.425 -0.289 1.082 -0.6787 0.2913 -0.1180 0.1215
H -5.159 -1.240 3.350 -0.1784 -0.0846 0.7538 0.1236
H -2.321 -1.521 3.626 -0.0730 -0.1972 -0.3115 0.0900
H -3.095 -3.098 3.356 0.1275 0.2237 -0.2798 0.1117
H -1.747 -2.578 2.292 -0.2520 0.1002 0.1539 0.0711

Energy above the lowest of the compared OMol25 structures with the same formula, charge and spin: 0.0, 0.0, 81.5 (kcal per mole)